A cluster of 13 separate species, C83H172F15N8O13S3 in total in a non-equilibrium geometry. Source: OMol25; level of theory: ωB97M-V/def2-TZVPD.

Cartesian coordinates (Å):
C  -10.97  7.83  28.94
C  -9.55  8.04  28.40
C  -9.16  9.53  28.31
N  -8.48  9.99  27.05
C  -7.89  11.33  27.25
C  -7.29  11.92  26.00
C  -8.30  11.94  24.88
C  -9.09  10.63  24.64
C  -9.56  10.07  25.98
C  -7.41  9.05  26.58
H  -11.31  6.78  28.82
H  -11.63  8.40  28.27
H  -11.01  8.15  30.00
H  -9.43  7.49  27.46
H  -8.83  7.55  29.07
H  -8.35  9.74  29.00
H  -9.92  10.23  28.56
H  -8.59  12.11  27.61
H  -7.10  11.15  27.92
H  -6.93  12.93  26.14
H  -6.32  11.46  25.75
H  -8.93  12.82  25.13
H  -7.86  12.14  23.91
H  -9.95  10.67  24.04
H  -8.53  9.83  24.11
H  -10.32  10.69  26.42
H  -9.98  9.05  25.87
H  -6.83  8.74  27.49
H  -6.74  9.49  25.85
H  -7.88  8.21  26.12
C  -19.20  9.62  33.46
C  -17.83  9.48  32.88
C  -16.81  9.42  33.96
N  -15.35  9.26  33.56
C  -14.94  10.45  32.67
C  -14.81  11.81  33.35
C  -13.95  11.85  34.66
C  -14.42  10.71  35.57
C  -14.52  9.34  34.80
C  -15.18  7.98  32.88
H  -19.97  9.48  32.69
H  -19.37  10.62  33.87
H  -19.41  8.98  34.35
H  -17.64  10.36  32.29
H  -17.77  8.61  32.24
H  -16.94  8.74  34.80
H  -16.84  10.43  34.31
H  -15.59  10.46  31.79
H  -13.94  10.17  32.34
H  -15.80  12.17  33.51
H  -14.39  12.47  32.52
H  -14.17  12.82  35.16
H  -12.88  11.81  34.38
H  -15.36  11.00  35.98
H  -13.66  10.52  36.28
H  -14.96  8.51  35.39
H  -13.49  8.91  34.59
H  -15.67  7.99  31.90
H  -15.64  7.27  33.57
H  -14.11  7.72  32.83
C  -18.23  11.63  22.54
C  -19.13  10.89  23.51
C  -20.26  10.09  22.77
N  -21.36  9.54  23.69
C  -22.03  10.70  24.35
C  -23.33  10.36  25.13
C  -24.27  9.50  24.25
C  -23.58  8.26  23.61
C  -22.40  8.73  22.78
C  -20.76  8.57  24.63
H  -18.66  12.58  22.23
H  -18.06  11.11  21.67
H  -17.23  11.83  22.99
H  -19.49  11.63  24.28
H  -18.53  10.07  23.97
H  -19.80  9.17  22.29
H  -20.72  10.82  22.09
H  -22.28  11.49  23.53
H  -21.32  11.11  24.99
H  -23.75  11.26  25.51
H  -22.92  9.71  25.92
H  -24.73  10.06  23.43
H  -25.05  9.16  24.90
H  -24.27  7.60  23.02
H  -23.26  7.52  24.39
H  -22.58  9.47  21.98
H  -21.72  7.92  22.43
H  -20.07  7.85  24.06
H  -21.59  8.04  25.14
H  -20.07  9.05  25.37
C  -16.20  2.60  22.58
C  -16.06  3.23  21.21
C  -14.95  4.33  21.32
N  -15.05  5.48  20.33
C  -13.73  6.25  20.37
C  -13.84  7.69  19.86
C  -15.05  8.41  20.38
C  -16.34  7.67  20.09
C  -16.33  6.30  20.69
C  -15.25  4.97  18.88
H  -15.17  2.44  22.98
H  -16.69  1.65  22.44
H  -16.88  3.18  23.18
H  -17.02  3.72  21.00
H  -15.80  2.45  20.49
H  -13.95  3.92  21.32
H  -14.97  4.77  22.30
H  -13.30  6.16  21.35
H  -13.04  5.78  19.64
H  -12.93  8.21  20.11
H  -13.85  7.72  18.78
H  -15.10  8.48  21.49
H  -15.12  9.42  20.05
H  -17.25  7.98  20.56
H  -16.53  7.63  19.00
H  -16.35  6.34  21.76
H  -17.14  5.67  20.38
H  -14.54  4.23  18.60
H  -15.28  5.79  18.21
H  -16.24  4.54  18.81
C  -15.33  20.16  30.21
C  -14.94  20.31  28.74
C  -15.77  19.30  27.98
N  -15.76  19.12  26.45
C  -15.91  20.44  25.82
C  -16.12  20.46  24.37
C  -17.28  19.57  23.87
C  -17.26  18.20  24.60
C  -17.06  18.35  26.07
C  -14.54  18.42  26.01
H  -15.20  21.12  30.72
H  -14.73  19.45  30.76
H  -16.38  19.86  30.39
H  -13.91  20.20  28.72
H  -15.26  21.35  28.46
H  -16.84  19.54  28.24
H  -15.61  18.34  28.38
H  -16.74  20.88  26.43
H  -15.07  21.10  26.05
H  -16.33  21.46  24.08
H  -15.16  20.20  23.90
H  -18.16  20.14  24.06
H  -17.18  19.42  22.76
H  -18.17  17.61  24.39
H  -16.44  17.69  24.15
H  -18.00  18.72  26.54
H  -16.83  17.37  26.44
H  -14.32  17.58  26.71
H  -13.73  19.13  26.04
H  -14.69  17.96  25.03
C  -12.89  15.93  31.00
C  -12.05  15.95  32.23
C  -10.64  15.53  31.97
N  -9.69  15.43  33.12
C  -9.61  16.72  33.96
C  -8.68  16.62  35.11
C  -9.12  15.53  36.07
C  -9.31  14.19  35.34
C  -10.25  14.34  34.10
C  -8.38  15.01  32.61
H  -13.13  14.89  30.72
H  -12.46  16.47  30.15
H  -13.82  16.39  31.25
H  -12.47  15.37  33.06
H  -12.08  16.99  32.66
H  -10.14  16.21  31.30
H  -10.53  14.60  31.44
H  -10.61  16.91  34.30
H  -9.41  17.58  33.27
H  -8.67  17.62  35.56
H  -7.67  16.36  34.69
H  -10.07  15.73  36.62
H  -8.42  15.30  36.92
H  -9.73  13.43  36.02
H  -8.35  13.81  35.11
H  -11.20  14.67  34.52
H  -10.38  13.42  33.53
H  -7.70  14.69  33.39
H  -7.97  15.85  31.99
H  -8.47  14.13  31.92
C  -15.23  5.73  28.03
C  -16.81  5.96  28.22
C  -17.47  4.71  28.64
N  -18.99  4.73  28.54
C  -19.52  3.42  28.99
C  -19.28  3.15  30.48
C  -19.50  4.30  31.40
C  -19.07  5.67  30.87
C  -19.55  5.79  29.43
C  -19.42  5.02  27.15
H  -14.77  4.99  28.69
H  -14.61  6.62  28.08
H  -15.12  5.28  27.04
H  -17.18  6.20  27.23
H  -17.10  6.81  28.84
H  -17.26  4.43  29.66
H  -17.07  3.89  28.01
H  -18.96  2.62  28.51
H  -20.53  3.36  28.63
H  -18.23  2.83  30.64
H  -19.90  2.30  30.83
H  -19.17  4.20  32.38
H  -20.61  4.31  31.58
H  -17.98  5.88  30.94
H  -19.46  6.46  31.43
H  -19.29  6.68  28.88
H  -20.58  5.76  29.39
H  -20.48  5.31  27.23
H  -19.28  4.29  26.37
H  -18.92  5.90  26.71
C  -15.97  13.11  30.19
C  -14.97  12.21  29.39
C  -15.72  11.28  28.55
N  -14.97  10.43  27.50
C  -13.90  11.27  26.87
C  -13.37  10.71  25.56
C  -14.48  10.39  24.59
C  -15.42  9.27  25.21
C  -16.02  9.89  26.45
C  -14.36  9.28  28.23
H  -16.50  13.64  29.41
H  -15.41  13.79  30.86
H  -16.70  12.49  30.73
H  -14.26  11.77  30.08
H  -14.40  12.90  28.74
H  -16.42  11.89  27.95
H  -16.21  10.52  29.11
H  -14.42  12.20  26.78
H  -13.09  11.34  27.53
H  -12.68  11.56  25.33
H  -12.69  9.85  25.77
H  -15.00  11.34  24.34
H  -14.09  10.05  23.61
H  -16.29  9.10  24.48
H  -14.85  8.39  25.32
H  -16.57  10.77  26.05
H  -16.71  9.32  27.05
H  -13.49  9.51  28.91
H  -14.02  8.50  27.50
H  -15.12  8.79  28.87
C  -11.98  7.16  23.76
O  -10.74  7.95  23.70
O  -12.08  6.16  23.01
C  -12.02  6.67  25.29
F  -11.39  5.57  25.48
F  -11.51  7.59  26.12
F  -13.35  6.53  25.75
C  -9.89  7.48  22.67
C  -8.82  6.52  23.18
H  -9.30  5.66  23.70
H  -8.15  6.17  22.40
H  -8.11  7.04  23.80
H  -9.32  8.36  22.14
H  -10.43  6.92  21.92
H  -12.80  7.91  23.75
C  -18.56  6.20  23.29
O  -19.65  5.77  24.10
O  -18.56  7.36  22.75
C  -17.34  6.09  24.33
F  -17.42  7.13  25.22
F  -17.29  4.84  24.98
F  -16.11  6.28  23.80
C  -20.77  5.30  23.38
C  -21.99  5.15  24.34
H  -21.87  5.86  25.14
H  -22.88  5.55  23.82
H  -22.16  4.12  24.65
H  -20.57  4.29  22.94
H  -21.12  5.99  22.62
H  -18.45  5.34  22.56
C  -13.08  14.67  25.19
F  -12.72  14.05  24.08
F  -12.51  14.15  26.30
F  -12.63  15.98  25.13
S  -14.96  14.74  25.39
O  -15.17  15.10  26.83
O  -15.39  15.60  24.37
O  -15.31  13.34  25.20
C  -10.43  10.34  32.65
F  -9.34  9.77  32.20
F  -11.18  9.32  33.07
F  -10.09  11.10  33.76
S  -11.10  11.52  31.25
O  -9.90  12.21  30.85
O  -11.68  10.56  30.30
O  -12.13  12.30  31.94
C  -20.27  11.06  28.72
F  -20.87  11.73  29.72
F  -21.07  11.06  27.67
F  -19.25  11.80  28.32
S  -19.57  9.39  29.17
O  -20.70  8.83  29.91
O  -19.31  8.63  27.91
O  -18.41  9.69  29.97

The value obtained for the HOMO energy is -0.4177 Ha. The gap between HOMO and LUMO is 7.11 eV. The spin multiplicity is 1. Its net charge is +3. For the calculated total energy, the calculation gives -200643.1396 eV.